(1)
C20H32N7O6S | wB97M-V/def2-TZVPD

Structure (ORCA input):
```
! wB97M-V def2-TZVPD RIJCOSX def2/J DEFGRID3
* xyz 1 1
H -2.192 2.707 2.790
H 0.897 -2.679 4.302
H 3.920 -0.949 -4.889
C -0.373 -2.091 1.620
C -0.157 5.975 -0.670
H -4.639 3.118 3.671
C -5.070 1.167 2.985
H 0.665 -1.259 -2.071
H 4.745 -3.146 -4.172
C 2.238 -0.914 -3.535
O -3.379 -1.484 4.479
H -2.055 -0.169 0.593
H -1.367 0.053 6.259
O 0.409 1.102 -2.392
H 1.385 4.933 -2.817
H -4.544 -0.735 2.240
H -1.036 6.418 -0.192
H 0.285 5.263 0.034
C -3.040 2.031 2.745
H 3.379 -6.107 -3.962
H -1.468 4.660 -1.729
H 2.402 0.700 -4.787
N 1.870 0.352 -4.001
H -0.962 0.683 1.670
H 1.356 2.563 -4.993
N -4.301 0.241 2.379
C 3.372 -1.485 -4.121
C 3.168 -3.446 -2.724
C -1.493 -1.302 2.354
C 0.470 -3.419 3.622
C 3.842 -2.736 -3.720
O 0.772 7.012 -0.976
C -3.029 0.764 2.228
N 0.918 2.490 -4.081
H 3.182 -7.031 -2.597
C 1.559 -1.645 -2.548
C 0.519 4.344 -2.501
H -0.983 3.084 -3.425
O 3.522 -5.323 -0.745
C -2.216 -1.188 4.734
H -0.867 6.004 -2.707
H 1.081 -4.324 3.678
C -0.582 5.263 -1.952
C -1.838 0.031 1.645
S 3.821 -5.031 -2.149
H -1.051 -1.690 6.454
H -2.660 -1.033 6.814
H -0.198 4.209 -4.533
C 1.024 1.279 -3.431
N 0.475 -2.918 2.246
H 1.559 6.653 -1.420
H -2.362 -1.955 2.261
C -1.790 -0.945 6.163
O 5.207 -5.262 -2.553
N 2.981 -6.144 -3.037
C -0.020 3.536 -3.687
N -4.323 2.269 3.210
H -6.100 1.019 3.301
H -0.347 -0.807 4.095
H -0.544 -3.675 3.935
H 1.156 -3.333 1.623
H 1.481 -3.442 -1.366
N -1.277 -1.054 3.793
O -0.261 -1.966 0.410
C 2.018 -2.901 -2.143
H 0.847 3.664 -1.709
*
```

The value obtained for the total energy is -2014.0677 Eh. The HOMO energy is -10.56 eV. For the LUMO energy, the calculation gives -0.106 hartree. The HOMO-LUMO gap comes out at 7.684 eV.

=====

(2)
C6H4N4S2 | wB97M-V/def2-TZVPD

Structure (ORCA input):
```
! wB97M-V def2-TZVPD RIJCOSX def2/J DEFGRID3
* xyz 0 1
C 0.948 -1.382 -1.014
S -0.950 -0.576 2.646
H -2.861 0.317 1.936
C -1.392 0.363 0.171
S -3.013 0.862 0.608
H 1.541 0.342 1.458
N -0.260 -1.149 -1.341
N -0.477 0.041 1.206
C 0.777 1.543 -0.097
C 2.126 -0.636 -0.696
N 3.164 -0.088 -0.720
N 0.937 2.427 -0.801
C 0.764 0.475 0.874
H -1.648 0.012 -2.010
H 1.433 -2.450 -1.126
C -1.090 -0.103 -1.094
*
```

The value obtained for the total energy is -1246.2289 Eh. The structure (SMILES) is N#C\C=N/C=C(S)\[N+]([S-])=C/C#N. The HOMO energy is -8.88 eV. For the LUMO energy, the calculation gives -0.071 hartree. The HOMO-LUMO gap comes out at 6.962 eV.

=====

(3)
C26H20BeN4O10S | wB97M-V/def2-TZVPD

Structure (ORCA input):
```
! wB97M-V def2-TZVPD RIJCOSX def2/J DEFGRID3
* xyz -2 1
H 0.241 5.266 -0.287
C 2.841 1.901 -1.615
C 1.253 3.764 -1.374
H 0.594 -5.904 0.210
O 0.502 1.542 7.282
C 0.011 1.505 1.266
C 1.287 -0.800 4.031
C 4.277 1.425 -1.634
H -5.566 0.118 -0.397
H -3.201 0.077 -1.171
C 0.959 -0.333 2.760
C -3.776 0.994 -1.183
C -5.094 1.026 -0.754
C -5.180 3.384 -1.198
C -1.672 2.128 -1.788
O 0.265 -8.302 -0.533
Be 0.429 1.213 -1.360
H 4.971 2.260 -1.732
H 1.158 -0.934 1.882
H -3.351 4.258 -1.931
C 0.485 1.211 5.014
C 0.376 0.917 2.632
O -1.082 0.978 -1.909
H 0.391 -3.973 -4.320
C 0.561 -5.464 -0.779
C 0.614 -3.512 -2.236
H 3.406 3.910 -1.178
H -0.321 2.662 3.635
O 2.143 -2.752 3.192
H 1.315 -0.416 6.141
C 0.390 -5.765 -3.157
C 0.458 -4.406 -3.331
H 0.507 5.675 -1.976
N -1.021 3.262 -1.715
O 1.967 0.990 -1.836
S 0.778 -1.835 -2.502
H -5.730 4.318 -1.195
O 0.465 0.826 0.292
C 0.638 -4.104 -0.945
C -5.796 2.223 -0.746
H 0.653 -8.070 -3.492
O 2.168 -2.484 5.320
C 2.580 3.238 -1.368
N 1.908 -2.103 4.189
N 0.261 2.025 6.188
H 0.722 -3.452 -0.085
O -0.640 2.544 1.271
C 0.453 -6.343 -1.873
C 0.966 5.212 -1.101
O -0.156 3.156 6.037
N 0.307 2.924 -1.622
H -6.814 2.250 -0.373
H 1.876 5.746 -0.833
C 0.137 1.691 3.756
C -3.139 2.165 -1.590
H 0.250 -6.380 -4.045
O 0.489 -8.607 -2.710
C -3.860 3.357 -1.616
H 4.483 0.894 -0.702
H 4.415 0.720 -2.453
C 0.391 -7.777 -1.617
C 1.058 -0.041 5.163
*
```

The value obtained for the total energy is -2387.2639 Eh. The HOMO energy is -1.32 eV. For the LUMO energy, the calculation gives 0.110 hartree. The HOMO-LUMO gap comes out at 4.310 eV.

=====

(4)
C22H10F5N6O3ReS | wB97M-V/def2-TZVPD

Structure (ORCA input):
```
! wB97M-V def2-TZVPD RIJCOSX def2/J DEFGRID3
* xyz 1 4
C -4.365 0.459 0.111
H -5.424 1.632 -1.950
H -4.135 1.397 -3.029
N -0.922 -1.859 -0.848
F 2.390 2.802 -0.506
H -2.396 -1.543 -2.193
C 0.007 3.939 1.887
C 3.013 1.562 -0.572
C 1.679 2.398 2.536
C 4.060 -0.955 -0.335
F 4.772 2.410 0.728
C 4.723 0.100 0.291
F 5.658 -0.203 1.180
C 3.037 -0.720 -1.210
O 1.438 -3.019 1.483
Re -0.760 0.138 -0.180
N 0.666 -0.773 0.901
N -4.493 1.230 -2.132
H -0.888 -5.516 -2.006
H 0.703 -4.747 -0.283
C 1.541 -0.057 1.735
C 2.375 0.511 -1.258
C -3.713 0.792 -1.130
O -2.437 0.697 -1.316
C 0.795 -2.211 0.807
S 0.748 0.768 -1.902
C -0.951 -4.499 -1.630
C -5.781 0.384 0.230
C 1.197 3.690 2.606
N -2.320 -0.186 1.342
O 2.460 -0.515 2.373
C -1.897 -3.587 -2.144
N -6.913 0.384 0.376
F 4.544 -2.177 -0.152
C -0.099 -2.729 -0.261
H 2.604 2.122 2.991
C 1.045 1.419 1.776
C -1.786 -2.301 -1.759
H -0.443 4.879 1.770
C -0.543 2.948 1.108
C 4.163 1.366 0.150
H 1.631 4.452 3.204
N -0.074 1.687 1.117
C -3.421 0.029 1.058
F 2.504 -1.758 -1.850
C -0.037 -4.062 -0.672
H -1.383 3.132 0.515
H -2.574 -3.908 -2.958
*
```

The value obtained for the total energy is -2374.2205 Eh. The HOMO energy (spin up / spin down) is -12.00 / -12.17 eV. For the LUMO energy (spin up / spin down), the calculation gives -0.156 / -0.186 hartree. The HOMO-LUMO gap (spin up / spin down) comes out at 7.766 / 7.112 eV.

=====

(5)
C6H13NO | wB97M-V/def2-TZVPD

Structure (ORCA input):
```
! wB97M-V def2-TZVPD RIJCOSX def2/J DEFGRID3
* xyz 0 1
H 0.537 0.442 1.634
H -1.110 0.008 0.515
O -3.408 1.769 -1.477
C 1.250 0.460 0.798
C 0.031 -1.139 -0.798
C -2.221 -0.249 -1.124
H -0.054 -2.209 -0.877
H 2.800 0.030 2.176
H -3.021 -0.979 -1.336
H 2.563 1.751 1.962
C 2.586 0.797 1.451
C 1.255 -0.892 0.124
H 2.157 -0.853 -0.503
H 3.416 0.875 0.746
H -1.827 0.052 -2.101
H 0.299 -0.630 -1.730
N -1.218 -0.713 -0.183
H -3.265 0.979 0.406
H 0.842 1.241 0.165
H 1.414 -1.702 0.832
C -3.023 0.961 -0.680
*
```

The value obtained for the total energy is -366.3666 Eh. The structure (SMILES) is CCCCNCC=O. The HOMO energy is -9.04 eV. For the LUMO energy, the calculation gives 0.034 hartree. The HOMO-LUMO gap comes out at 9.968 eV.

=====

(6)
C34H39ClIrN4O2P2 | wB97M-V/def2-TZVPD

Structure (ORCA input):
```
! wB97M-V def2-TZVPD RIJCOSX def2/J DEFGRID3
* xyz 2 6
Cl -2.665 1.178 8.228
C -0.825 2.870 -4.458
N -2.666 0.511 -0.169
C 4.145 -3.465 1.736
C 1.399 2.600 -3.205
H 6.708 0.276 -1.764
H -5.279 1.577 -1.888
C 1.589 1.192 -3.500
H -2.899 2.467 5.693
H 5.634 2.763 -1.324
H -0.072 -1.295 -4.233
H -1.967 2.345 0.793
H 3.648 -0.235 2.441
H -0.585 -1.922 5.093
C 5.699 0.515 -1.471
C -3.449 -3.699 2.453
C -1.347 1.886 -3.451
C 4.716 -0.424 -1.252
C -2.402 1.501 5.561
O -0.125 -1.642 2.729
C -2.721 1.887 0.180
C -1.310 -0.146 4.162
H -1.089 -1.855 -1.260
H -1.298 -1.189 7.406
C -3.811 2.484 -0.434
H -0.293 -2.409 0.297
H 1.847 -0.365 -4.906
H -4.947 -1.437 0.539
C -0.475 -1.564 -0.386
H 2.203 3.090 -2.641
N 3.540 0.239 -0.878
C -2.404 -3.101 1.789
C -1.490 -0.555 6.541
H -1.373 -3.383 1.761
H 2.501 0.756 -3.080
C 0.564 3.481 -4.093
C 4.446 -2.333 2.575
H -0.782 -0.289 -5.462
H 5.119 -2.330 3.425
C -2.156 0.678 6.678
Ir 0.113 1.540 -2.197
H 4.522 -4.473 1.879
C 3.730 -1.254 2.094
H -1.540 3.704 -4.412
H -2.356 2.097 -3.076
H 2.864 -3.534 -0.134
P 2.271 -0.593 -0.059
C -1.078 -0.967 5.273
C -1.025 0.466 -3.445
H 1.277 -2.144 -1.529
H -1.754 -0.189 -2.972
N -2.880 -1.989 1.063
C 5.134 1.809 -1.230
H 0.369 4.388 -3.500
H -5.643 -3.276 2.440
C 3.819 1.612 -0.870
C 1.118 0.445 -4.740
C -4.425 1.468 -1.236
N 3.006 -1.675 0.954
H 2.352 1.385 1.280
H -2.294 1.636 3.402
H 1.075 3.758 -5.023
P -1.839 -0.755 0.514
H 4.713 -1.501 -1.282
C -4.652 -3.034 2.067
C -3.739 0.290 -1.051
H -3.889 -0.701 -1.448
H 0.736 -0.501 -1.906
H 1.127 1.086 -5.634
H 0.906 0.309 1.589
C 3.297 -3.034 0.728
O -1.331 0.069 1.793
H -4.171 3.510 -0.350
C -0.233 -0.241 -4.518
H -3.358 -4.518 3.146
H 3.073 2.334 -0.588
C 0.899 -1.219 -1.048
C -4.303 -2.041 1.163
C 1.567 0.756 0.835
C -2.031 1.054 4.287
H -0.873 2.529 -5.503
H 0.972 1.405 0.135
C -0.855 -0.672 2.886
*
```

The value obtained for the total energy is -2934.8351 Eh. The HOMO energy (spin up / spin down) is -10.77 / -13.82 eV. For the LUMO energy (spin up / spin down), the calculation gives -0.197 / -0.286 hartree. The HOMO-LUMO gap (spin up / spin down) comes out at 5.402 / 6.029 eV.

=====

(7)
C24H29Cl2N10O2S2V | wB97M-V/def2-TZVPD

Structure (ORCA input):
```
! wB97M-V def2-TZVPD RIJCOSX def2/J DEFGRID3
* xyz -1 2
H -4.679 -0.073 -0.799
C 1.447 -0.290 -5.320
N -0.201 -1.982 -0.596
N 3.071 -0.343 0.472
O -1.919 2.111 -1.560
C 1.863 0.007 -2.944
H -3.660 0.789 -4.571
H -1.089 2.069 4.048
H 4.773 -3.642 0.898
N 1.473 -0.653 4.275
C -1.709 0.950 -1.867
C -1.607 1.270 2.146
C 3.280 0.685 1.246
C 3.948 -3.057 0.509
C 1.996 -0.723 -4.128
H -4.593 4.128 0.037
N 4.137 0.474 2.310
Cl 3.638 -3.622 -1.154
C -2.202 -0.874 -3.348
N 2.215 -0.019 -0.578
N -2.370 0.421 -2.989
C 2.019 -1.888 4.800
H -0.115 -2.964 -0.782
S -0.414 -1.990 2.900
H 4.203 -0.490 2.602
C 0.778 0.937 -5.341
H -2.520 2.110 -4.213
C 0.658 1.695 -4.196
C -4.224 3.120 0.181
C 0.522 -0.594 3.267
Cl 2.545 -3.263 1.550
H 1.549 -0.881 -6.221
O 1.011 1.991 -1.894
H 1.952 -2.671 4.044
C -3.176 2.872 1.045
C 2.552 -0.434 -1.744
V 0.686 1.252 -0.088
H 0.260 -2.532 5.843
H -3.898 1.835 -3.144
H -2.857 1.939 3.761
H -2.707 -1.184 -4.253
H 1.374 -1.587 6.846
N -0.875 0.122 -1.168
H -5.617 2.193 -1.183
C -3.162 1.344 -3.779
C -2.705 1.568 1.180
C 1.172 1.254 -2.954
H 3.444 -1.050 -1.847
H 4.031 1.148 3.050
S 2.653 2.295 1.030
H -1.369 -2.761 -2.870
H -2.701 3.675 1.595
H 3.080 -1.718 5.010
H 0.060 -1.651 0.330
N -0.487 0.818 1.732
C -4.789 2.053 -0.501
H 0.156 2.655 -4.202
H 2.545 -1.659 -4.093
H 2.087 0.146 4.251
N 0.472 0.591 2.717
C 1.310 -2.350 6.067
N -3.244 0.539 0.531
H -1.875 0.499 4.110
C -1.887 1.468 3.606
H 0.357 1.305 -6.271
H 4.164 -1.992 0.479
C -4.263 0.790 -0.286
H 1.754 -3.275 6.446
C -1.476 -1.722 -2.601
C -0.843 -1.181 -1.431
*
```

The value obtained for the total energy is -4290.8890 Eh. The HOMO energy (spin up / spin down) is -3.51 / -2.73 eV. For the LUMO energy (spin up / spin down), the calculation gives 0.091 / 0.091 hartree. The HOMO-LUMO gap (spin up / spin down) comes out at 5.986 / 5.206 eV.

=====

(8)
C24H35N3O5S | wB97M-V/def2-TZVPD

Structure (ORCA input):
```
! wB97M-V def2-TZVPD RIJCOSX def2/J DEFGRID3
* xyz 0 1
H 8.909 -1.049 -1.811
H -4.727 2.723 1.837
H 5.846 -0.744 2.027
H 3.192 0.387 -1.288
C -6.298 -1.180 1.155
H -2.051 3.217 2.021
H 1.977 2.539 -2.076
H -4.787 2.602 -0.842
C -0.542 2.881 -0.198
H -0.534 0.243 -0.769
H -9.709 -2.416 -0.889
C 1.718 2.729 -1.027
C -6.584 -2.569 -1.227
C 9.105 -1.847 0.234
H -6.692 -3.112 -2.154
H 7.049 0.184 1.083
C 0.444 0.687 -0.941
C -5.251 -1.257 0.256
H 1.207 0.200 1.022
C -7.651 -2.507 -0.338
H -1.666 1.196 0.546
H 3.760 2.605 -0.344
C -2.691 2.065 -1.157
C 2.795 2.152 -0.110
H -8.861 -3.837 -1.504
C -7.494 -1.806 0.856
H -6.154 -0.641 2.077
N 0.434 2.120 -0.744
H 1.492 -1.042 -0.198
H 2.547 2.388 0.926
N -4.261 1.176 0.539
H 10.002 -2.459 0.276
C -8.957 -3.169 -0.653
C -5.383 -1.945 -0.932
H -2.271 1.291 -1.797
C 7.952 -2.416 1.060
H -3.603 1.487 2.445
C 3.873 0.080 0.734
H 5.886 -2.543 0.323
C -4.149 1.715 -0.796
H 7.995 -2.127 2.108
C 6.721 -1.831 0.359
H -4.549 0.965 -1.481
H 7.942 -3.504 0.994
S -3.728 -0.413 0.654
C 2.865 0.628 -0.271
H -2.661 3.015 -1.693
H 8.597 -2.796 -1.653
C 8.486 -1.819 -1.161
H -8.317 -1.757 1.554
O -0.397 4.079 -0.023
C -2.668 2.972 1.157
C 1.478 0.034 -0.022
H 1.615 3.804 -0.871
O 7.110 -1.537 -0.982
C 6.227 -0.536 1.026
H -3.001 3.910 0.711
O -3.384 -0.675 2.021
H 0.720 0.497 -1.987
C -3.860 2.103 1.582
H 5.330 0.163 -0.715
H 9.349 -0.837 0.562
N 5.142 0.036 0.267
O 3.582 -0.221 1.872
H -9.314 -3.736 0.204
H -4.540 -1.992 -1.604
O -2.755 -0.740 -0.358
C -1.856 2.187 0.128
*
```

The value obtained for the total energy is -1874.2221 Eh. The structure (SMILES) is Cc1ccc(S(=O)(=O)N2CCC(C(=O)N3CCC(C(=O)NC[C@@H]4CCCO4)CC3)CC2)cc1. The HOMO energy is -8.87 eV. For the LUMO energy, the calculation gives 0.026 hartree. The HOMO-LUMO gap comes out at 9.576 eV.